{"formula": "C29H80AlF2N8O12S2", "method": "ωB97M-V/def2-TZVPD", "elements": ["S", "S", "Al", "F", "F", "O", "O", "O", "O", "O", "O", "O", "O", "O", "O", "O", "O", "N", "N", "N", "N", "N", "N", "N", "N", "C", "C", "C", "C", "C", "C", "C", "C", "C", "C", "C", "C", "C", "C", "C", "C", "C", "C", "C", "C", "C", "C", "C", "C", "C", "C", "C", "C", "C", "H", "H", "H", "H", "H", "H", "H", "H", "H", "H", "H", "H", "H", "H", "H", "H", "H", "H", "H", "H", "H", "H", "H", "H", "H", "H", "H", "H", "H", "H", "H", "H", "H", "H", "H", "H", "H", "H", "H", "H", "H", "H", "H", "H", "H", "H", "H", "H", "H", "H", "H", "H", "H", "H", "H", "H", "H", "H", "H", "H", "H", "H", "H", "H", "H", "H", "H", "H", "H", "H", "H", "H", "H", "H", "H", "H", "H", "H", "H", "H"], "coordinates": [[-0.851, 1.714, -0.359], [-0.603, -0.218, -1.508], [1.793, -0.961, 1.613], [-0.250, -1.797, -1.248], [-0.179, 2.382, 0.914], [-2.266, 1.662, 0.054], [-2.067, -0.428, -1.569], [-0.393, 2.563, -1.465], [1.693, 1.717, 5.520], [2.891, 1.630, 0.683], [-1.745, 2.033, -6.295], [-4.018, -4.327, -1.583], [3.326, -2.223, -0.763], [-0.979, -2.267, 1.762], [0.148, 0.004, -2.740], [0.247, -2.446, -6.072], [0.719, 5.666, 2.941], [-5.392, -7.065, 0.594], [0.215, 3.927, -3.748], [1.277, -3.936, 1.543], [0.018, 0.294, 3.816], [3.599, 0.970, 3.400], [-0.033, 0.214, -0.170], [-0.415, -5.275, -5.450], [3.053, 7.682, 5.227], [2.179, 2.036, 6.829], [1.101, 6.710, 3.826], [0.043, -5.766, 0.630], [3.047, 2.624, 1.707], [-0.605, 3.693, -4.941], [-4.690, -6.464, -0.510], [-1.920, 0.673, -6.555], [1.139, -1.388, -6.257], [-0.770, 2.212, -5.235], [-0.753, -4.119, -4.612], [4.084, 2.194, 2.790], [-4.447, -4.921, -0.366], [5.503, 2.075, 2.149], [0.254, -2.977, -4.780], [-2.182, -1.553, 1.986], [0.339, 2.195, 5.448], [3.081, 5.405, 4.714], [-3.993, -2.942, -1.505], [2.636, 6.737, 4.159], [-5.640, -6.756, -1.754], [-0.925, -4.665, -3.159], [-1.172, -3.661, 1.390], [0.080, -4.270, 0.768], [3.246, -1.844, -2.101], [-1.755, 1.970, 3.906], [2.730, 2.190, -0.667], [-0.110, 4.548, -6.086], [-0.240, 1.708, 4.082], [-0.687, 5.361, 3.026], [-1.767, -5.357, -3.174], [6.326, 1.870, 2.833], [3.793, -0.902, -2.132], [-2.393, 0.183, -5.704], [-0.143, 4.777, -3.336], [-0.176, -4.857, -6.337], [-3.662, -4.794, 0.380], [0.061, 3.258, -3.007], [-6.306, -6.641, 0.659], [2.846, 4.575, 4.048], [4.155, 5.316, 4.878], [0.314, -3.839, -0.205], [-0.255, -6.186, 1.591], [0.966, -0.994, -7.258], [-0.903, 4.566, 2.312], [-0.947, 0.255, -6.812], [-2.907, -2.102, 1.385], [-0.859, -0.206, 3.870], [2.195, 1.430, -1.236], [0.923, 4.323, -6.350], [-1.987, -3.836, 0.688], [-6.078, -7.754, -1.757], [2.066, 2.825, 2.135], [-0.792, 4.431, -6.928], [-1.701, -3.696, -4.943], [-4.919, -7.009, 1.485], [2.087, 3.095, 7.070], [4.389, 0.810, 4.008], [0.816, 7.654, 3.361], [0.568, 6.566, 4.765], [4.146, 3.043, 3.472], [4.031, 7.866, 5.052], [-2.039, 1.579, 2.929], [3.417, 3.496, 1.168], [0.931, -0.606, -5.526], [-2.323, 1.442, 4.671], [2.894, 1.242, 4.070], [1.704, 1.415, 7.589], [0.575, -0.064, 4.579], [1.127, -4.356, 2.449], [-5.302, -4.364, 0.017], [-0.907, 5.018, 4.037], [5.772, 2.937, 1.539], [3.207, 1.739, 7.033], [-3.776, -2.519, -0.525], [-1.222, -5.840, -5.674], [-1.236, -3.811, -2.558], [3.714, 2.341, -1.110], [2.536, 5.096, 5.606], [0.274, 2.327, 3.346], [0.246, 1.888, -5.460], [-2.537, 0.566, -7.447], [1.961, -4.593, 1.196], [-1.578, 4.141, -4.738], [0.293, 3.278, 5.563], [-1.167, 1.699, -4.359], [2.130, 3.090, -0.797], [-2.613, -1.686, 2.978], [-4.958, -2.580, -1.860], [-3.303, -2.549, -2.252], [3.664, -2.660, -2.690], [-1.520, -4.234, 2.250], [-2.187, -0.494, 1.730], [-0.092, -5.185, -2.686], [-0.015, 5.567, -5.712], [3.081, 7.287, 6.156], [2.173, -1.730, -6.210], [-6.275, -5.902, -1.989], [-0.240, 1.734, 6.248], [1.219, -3.302, -4.390], [2.205, -1.667, -2.370], [3.193, 6.858, 3.230], [-1.273, 6.247, 2.780], [-0.794, -6.071, 0.002], [-1.965, 3.039, 3.944], [5.513, 1.185, 1.519], [0.948, -6.245, 0.258], [-0.088, -2.171, -4.132], [-4.915, -6.859, -2.561], [-3.704, -6.912, -0.633]], "forces_ev_per_angstrom": [[-2.11, 2.81, 4.35], [-2.59, -9.38, -5.73], [-0.65, 0.26, -0.02], [0.79, 0.29, -0.04], [0.24, -0.05, -0.52], [3.50, 0.38, -1.45], [2.80, 2.07, -0.36], [-0.88, -1.52, 1.49], [-0.24, 0.70, 0.78], [-0.61, -0.01, -0.81], [1.58, 1.80, 1.22], [0.47, -1.26, 0.56], [-0.57, 0.45, 0.45], [1.12, -0.38, -0.27], [-0.88, 0.89, 1.76], [-0.15, -0.93, -0.65], [0.02, -0.65, -0.11], [0.33, 0.02, 0.63], [-3.86, 0.16, -0.94], [0.27, 0.21, 0.77], [0.66, -0.46, 0.02], [0.80, 0.09, 0.36], [-0.41, 4.42, 1.08], [0.65, 0.76, -0.59], [-0.22, 1.14, -1.36], [0.52, -0.62, 0.78], [0.62, 0.47, 0.39], [-1.68, -0.68, 0.33], [0.82, 0.02, -0.30], [1.29, -1.01, 0.02], [-1.80, 0.75, -1.18], [0.09, -0.65, -0.68], [-0.10, -0.09, -0.32], [-1.08, 0.28, -0.60], [-0.01, -1.14, 0.34], [0.04, 1.31, -2.68], [0.11, -0.68, -0.30], [-0.66, -1.08, 0.00], [-0.78, -0.12, 1.29], [-1.43, -1.37, -0.42], [-0.33, -1.46, -1.02], [-0.44, -2.06, -0.83], [-0.55, 0.82, -1.20], [-0.15, -1.48, 1.18], [2.70, 0.19, -0.19], [-0.64, 1.24, -0.64], [-0.02, 0.20, -0.04], [0.69, 1.02, -0.65], [0.01, -1.15, 0.93], [0.93, -0.07, 0.19], [0.18, -1.24, 0.34], [0.66, 0.72, -0.24], [-0.34, 1.60, 0.16], [1.20, 0.41, -0.08], [-0.01, -0.02, 0.02], [-0.23, 0.35, 0.49], [0.17, 0.24, -0.44], [0.11, -0.30, 0.02], [1.11, 1.30, 0.05], [0.36, -0.26, -0.50], [0.23, 0.04, 0.34], [1.03, -1.42, 0.58], [-0.15, -0.11, 0.26], [-0.11, -0.07, -0.46], [0.01, 0.41, 0.21], [-0.65, 0.16, -0.18], [0.44, -0.26, 0.28], [0.02, 0.00, 0.02], [0.09, 0.07, 0.00], [-0.06, -0.47, 0.24], [-0.47, 0.72, -0.37], [-0.16, -0.28, -0.27], [0.19, -0.15, -0.04], [-0.13, -0.61, -0.22], [-0.02, 0.74, -0.38], [-0.48, 0.38, 0.66], [0.01, 0.19, 0.18], [0.19, 0.25, 0.08], [-0.38, 0.14, 0.25], [0.01, 0.15, 0.15], [-0.19, 0.00, -0.12], [0.20, -1.40, 0.35], [-0.07, 0.27, 0.28], [-0.13, 0.25, 0.26], [-0.30, -0.10, 0.42], [0.10, 0.50, -0.13], [-0.16, 0.16, -0.05], [-0.04, 0.40, 0.49], [0.24, 0.24, 0.23], [-0.09, 0.08, 0.08], [-0.72, 0.00, 0.16], [-0.81, 0.24, -0.01], [0.42, -0.23, 0.11], [-0.07, 0.45, 0.93], [-0.55, -0.28, 0.00], [-0.25, 0.06, 0.13], [-0.19, 0.05, 0.15], [0.34, 0.15, -1.05], [0.13, -0.15, 0.10], [-0.27, -0.09, 0.36], [0.00, -0.09, 0.45], [0.07, 0.08, 0.10], [0.06, 0.48, 0.44], [0.11, -0.15, -0.27], [-0.04, -0.76, -0.40], [-0.17, 0.15, 0.20], [0.96, 0.48, -0.46], [-0.60, 0.38, 0.66], [0.02, 0.10, -0.24], [0.31, -0.16, 0.26], [0.05, 0.19, 0.88], [0.55, 0.05, 0.59], [-0.37, 0.37, 0.39], [0.37, -0.13, 0.24], [0.22, 0.42, -0.43], [0.41, -0.04, 0.55], [0.59, -0.20, -0.27], [0.36, 0.19, -0.46], [-0.53, 0.30, -0.40], [-0.58, -0.45, -0.05], [0.21, 0.08, 0.21], [-0.29, -0.35, 0.16], [-0.06, -0.01, 0.30], [0.59, -0.07, -0.46], [-0.22, 0.29, -0.08], [0.01, 0.70, 0.06], [-0.19, 0.00, 0.08], [0.09, 0.06, -0.44], [-0.13, -0.17, 0.03], [-0.12, 0.05, -0.39], [0.03, 0.28, 0.02], [-0.01, 0.11, 0.52], [-0.22, 0.42, -0.57], [-0.11, -0.29, -0.11]], "charge": 2, "homo_energy_ev": [-12.1, -12.1], "energy_ev": -101535.87331, "fmax_ev_per_a": 11.3, "e_lumo_ev": [-9.584, -9.498], "multiplicity": 2}